Below is a cluster of 12 separate species, C103H215N11O13 in total at a distorted geometry, with properties calculated with ωB97M-V/def2-TZVPD.

The geometry in XYZ format:
```
342
Properties=species:S:1:pos:R:3:forces:R:3:lowdin_charge:R:1
C 2.969694 -2.944322 -3.695080 1.413 0.848 -0.594 -0.02
C 3.523686 -4.227529 -4.303105 0.539 -0.621 -0.628 -0.49
C 5.061256 -4.085988 -4.339490 -0.745 -0.495 0.851 -0.03
C 3.228684 -5.549094 -3.543231 -1.885 0.978 0.533 -0.12
C 1.842906 -6.138975 -3.920925 -0.314 -2.063 1.307 -0.16
C 1.487435 -6.137959 -5.413652 0.885 -0.872 0.246 -0.16
C 1.783704 -4.854611 -6.082866 -0.136 1.150 -0.486 -0.56
C 1.726781 -5.037833 -7.605126 0.302 -0.233 -1.526 -0.04
C 0.721775 -3.818949 -5.738218 -0.645 1.815 -1.214 -0.03
N 3.154646 -4.441508 -5.727009 -0.053 -1.330 -0.174 -0.09
O 3.493686 -3.305217 -6.458857 0.228 1.375 -0.430 -0.05
H 1.917169 -2.807255 -3.611316 -0.733 -0.399 0.510 0.04
H 3.500863 -2.758913 -2.752181 -0.401 0.031 0.021 0.08
H 3.281181 -2.141494 -4.396341 -0.068 -0.212 0.389 0.08
H 5.339890 -4.071316 -3.275582 0.573 0.067 -0.467 0.06
H 5.503197 -4.930112 -4.872181 -0.022 -0.077 0.260 0.09
H 5.350445 -3.194105 -4.854715 0.229 0.690 -0.034 0.06
H 3.973822 -6.258797 -3.809317 0.779 -0.591 -0.204 0.09
H 3.239959 -5.412904 -2.411023 0.223 0.036 -1.382 0.13
H 1.866711 -7.247283 -3.636551 0.038 1.300 -0.152 0.12
H 1.046472 -5.760954 -3.222985 0.518 0.175 -1.029 0.12
H 0.439695 -6.288664 -5.589240 -0.652 -0.519 0.209 0.11
H 2.032523 -6.929247 -5.990398 -0.266 0.375 0.821 0.13
H 2.012760 -4.096223 -8.085548 -0.343 -0.023 0.070 0.07
H 0.754313 -5.355410 -8.086233 0.741 0.350 1.110 0.11
H 2.481928 -5.754194 -7.996466 -0.314 0.126 0.614 0.09
H 0.965453 -2.864456 -6.318228 -0.467 -1.121 0.738 0.11
H 0.573681 -3.519315 -4.710337 0.369 -0.302 0.377 0.05
H -0.279289 -4.169970 -6.044992 0.426 0.085 -0.251 0.08
H 4.078620 -3.545887 -7.196580 -0.232 -0.386 0.570 0.12
C 4.361346 7.790481 -2.431159 -0.574 1.258 -0.199 -0.04
C 3.903864 6.333660 -2.440320 0.131 -0.502 1.325 -0.48
C 3.292297 6.064584 -3.771142 -0.749 -0.576 -1.017 -0.05
C 5.122846 5.381531 -2.198445 -1.168 -0.277 -0.455 -0.14
C 5.724798 5.584369 -0.842396 2.510 0.852 -0.853 -0.23
C 4.725763 5.235154 0.181157 -2.179 -0.385 0.430 -0.14
C 3.359310 6.037479 0.013626 1.107 -0.210 1.243 -0.48
C 2.306877 5.362637 0.909236 -0.126 1.138 -0.172 -0.01
C 3.758658 7.459814 0.524908 -0.520 0.184 -1.615 -0.02
N 2.875672 5.940607 -1.358926 0.954 0.574 -0.809 -0.05
O 1.784414 6.860482 -1.389158 -0.520 -0.047 -0.867 -0.05
H 3.673728 8.542371 -1.942654 0.638 -1.111 -0.521 0.11
H 5.337938 7.867335 -2.014109 0.615 0.288 0.787 0.05
H 4.551052 8.149235 -3.449566 -0.434 -0.161 -0.077 0.08
H 4.045596 6.104580 -4.581540 -0.328 -0.120 0.416 0.10
H 2.749588 5.109625 -3.792659 0.400 -0.011 0.013 0.06
H 2.533922 6.807503 -3.998043 -0.070 0.300 -0.069 0.08
H 4.746030 4.347473 -2.200635 -0.058 0.176 -0.324 0.10
H 5.841920 5.459714 -3.019031 -0.043 0.228 0.074 0.13
H 6.633789 4.943767 -0.768180 -0.536 0.277 0.148 0.13
H 6.135890 6.629614 -0.813009 -0.404 -0.881 0.466 0.11
H 5.011791 5.482233 1.205410 0.313 -0.412 -0.016 0.12
H 4.521895 4.137917 0.063904 0.030 0.746 0.403 0.13
H 1.283536 5.768189 0.711381 0.892 -0.593 0.219 0.08
H 2.550862 5.468824 1.958192 0.044 0.535 0.391 0.08
H 2.413621 4.315373 0.769508 -0.566 -1.042 -0.559 0.03
H 4.723154 7.665874 0.066972 -0.054 0.464 0.299 0.05
H 3.866259 7.468170 1.573704 0.241 -0.324 1.337 0.06
H 3.088601 8.306261 0.311148 -0.048 -0.566 -0.278 0.09
H 1.080132 6.406445 -1.893222 0.361 0.291 0.360 0.08
C -3.538590 7.145345 -0.578039 -0.516 0.530 1.550 -0.05
C -2.752804 5.846926 -0.484814 1.006 1.094 0.419 -0.52
C -1.553249 6.049627 0.536825 -1.792 1.271 -1.316 0.00
C -3.707726 4.806737 0.044832 1.326 -0.322 -0.162 -0.14
C -3.126363 3.424447 -0.156748 0.494 0.517 0.870 -0.18
C -2.945399 3.208272 -1.649377 2.011 -0.151 1.941 -0.13
C -1.897488 4.180876 -2.229159 -0.775 -0.077 0.401 -0.48
C -0.504257 3.780556 -1.686925 -2.074 -0.454 -1.209 0.02
C -2.042585 4.060666 -3.714518 -0.161 1.958 -0.808 -0.03
N -2.362778 5.525027 -1.864801 -0.304 0.322 -0.307 -0.07
O -1.444048 6.530605 -2.323523 1.024 -1.034 0.934 -0.02
H -4.219423 7.102374 -1.432324 0.027 0.143 0.138 0.09
H -4.145554 7.252710 0.391873 0.763 0.058 -1.413 0.11
H -2.857563 8.002910 -0.644863 -0.314 -0.065 -0.131 0.08
H -1.216253 5.080836 0.788964 0.724 -0.735 0.816 0.04
H -0.777048 6.655120 0.061353 0.019 -0.203 0.115 0.07
H -1.980176 6.637587 1.377095 0.496 -0.651 -0.187 0.10
H -3.930237 5.107003 1.064869 -0.254 -0.346 0.157 0.13
H -4.556746 4.851308 -0.587088 -1.391 0.194 -0.316 0.11
H -2.174224 3.313017 0.432494 -0.897 -0.116 -0.559 0.10
H -3.822447 2.702257 0.209530 -0.396 -0.749 0.448 0.09
H -3.906381 3.257721 -2.090728 -0.792 0.098 -0.885 0.11
H -2.515185 2.214204 -1.701360 -0.161 -0.421 -0.738 0.10
H -0.652203 3.623124 -0.651040 0.551 -0.058 1.074 0.03
H 0.214908 4.527024 -1.904979 0.952 0.403 -0.185 0.06
H -0.333662 2.811052 -2.152714 0.733 0.004 0.029 0.08
H -1.686641 3.192151 -4.154979 1.184 -1.894 -0.409 0.04
H -1.599501 4.901126 -4.252958 0.312 -0.030 0.099 0.09
H -3.067563 4.060588 -4.033505 -0.843 0.260 0.242 0.08
H -1.899393 7.083463 -2.940661 -0.791 0.265 -0.563 0.09
C -2.862088 4.009534 5.436786 0.305 1.395 1.110 -0.02
C -1.988790 3.647119 6.661214 2.120 -1.324 -0.625 -0.48
C -2.658672 3.951679 7.962021 1.926 1.132 0.700 -0.05
C -1.644660 2.119283 6.744667 -2.583 0.422 0.300 -0.15
C -0.637784 1.618816 5.804410 0.478 -2.856 -1.403 -0.21
C 0.687684 2.287146 5.870121 -0.946 2.802 0.928 -0.13
C 0.512596 3.866946 5.803016 -1.211 -0.131 -0.410 -0.43
C 1.836747 4.550933 6.237416 -0.723 0.880 -1.626 -0.03
C 0.138258 4.266365 4.338104 1.345 -0.390 -0.106 -0.03
N -0.608540 4.257659 6.774230 -0.002 -0.938 -0.207 -0.10
O -0.845063 5.651258 6.823737 0.783 0.620 -0.212 -0.04
H -2.666209 3.395233 4.592667 -0.009 -0.668 -0.712 0.04
H -3.876283 3.887227 5.798641 -0.397 -0.168 -0.362 0.08
H -2.765962 5.078768 5.115343 0.106 -0.833 0.454 0.10
H -1.866247 3.797633 8.695956 0.109 0.437 0.240 0.09
H -3.027390 4.952736 8.074961 -0.357 0.447 -0.118 0.08
H -3.333638 3.237695 8.274318 -2.120 -1.473 0.075 0.06
H -1.377893 1.910676 7.774880 0.384 0.019 0.217 0.12
H -2.601657 1.553389 6.607259 0.556 0.354 -0.010 0.12
H -0.534264 0.483485 5.939266 0.048 1.356 0.074 0.13
H -0.977379 1.650776 4.756847 -0.233 0.333 0.162 0.10
H 1.328431 1.999294 5.103375 1.035 -0.472 -1.790 0.08
H 1.256766 2.094174 6.739104 0.266 -0.450 1.447 0.11
H 2.111509 4.314906 7.241993 -0.169 0.102 0.910 0.07
H 1.789674 5.670737 6.029469 0.101 -1.403 0.527 0.10
H 2.658567 4.137227 5.639652 -0.175 0.101 -0.188 0.06
H 1.007456 3.926718 3.677053 -1.316 0.370 0.519 0.09
H 0.066218 5.342088 4.257788 0.139 0.418 0.018 0.07
H -0.839683 3.902238 3.983884 0.736 -0.305 0.158 0.06
H -0.433408 5.908607 7.660607 -0.140 0.047 -0.242 0.11
C -8.285569 0.279778 -2.383597 0.029 0.678 1.732 -0.02
C -8.462523 -0.263796 -0.897947 1.212 -0.233 -0.508 -0.47
C -9.873987 0.177351 -0.514370 1.214 1.187 1.453 -0.04
C -8.357930 -1.813354 -0.940703 0.667 0.365 -0.317 -0.11
C -6.891760 -2.322541 -1.099547 -0.250 -0.776 0.027 -0.15
C -5.934478 -1.699661 -0.082485 -0.389 -1.760 0.912 -0.15
C -5.998141 -0.200259 -0.030812 0.049 0.293 1.330 -0.50
C -5.370152 0.237537 1.371666 -2.165 0.175 -0.719 0.00
C -5.274734 0.404845 -1.213746 0.835 1.662 0.568 -0.02
N -7.403013 0.227625 0.034789 -1.265 -1.238 0.364 -0.10
O -7.482916 1.592628 0.237909 -0.664 0.201 1.379 -0.02
H -9.035199 -0.143892 -3.036001 -0.178 -0.022 -0.191 0.08
H -8.399264 1.380399 -2.341051 -0.108 -0.420 -0.278 0.08
H -7.299074 0.088787 -2.743779 0.451 -0.344 -0.480 0.03
H -9.971081 1.246100 -0.731079 -0.085 -0.104 -0.022 0.08
H -10.486245 -0.348407 -1.198113 -1.201 -0.623 -0.255 0.07
H -10.127914 0.090853 0.570446 0.157 -0.513 -0.935 0.11
H -8.938817 -2.333133 -0.173874 0.458 0.356 0.515 0.12
H -8.904415 -2.044403 -1.832311 -0.270 -0.515 -0.752 0.10
H -6.824902 -3.418988 -0.915509 -0.333 0.584 -0.274 0.12
H -6.553915 -2.202999 -2.147800 -0.137 0.264 0.472 0.08
H -4.901674 -2.061717 -0.237268 -0.278 0.305 -0.245 0.11
H -6.186989 -2.191868 0.923021 0.110 1.044 -1.105 0.14
H -4.315172 0.015287 1.444691 0.273 0.261 -0.115 0.05
H -5.915133 -0.368347 2.145958 0.485 0.692 -0.678 0.08
H -5.674957 1.312762 1.482166 0.896 -0.948 0.308 0.09
H -5.460895 -0.081930 -2.144966 -0.378 -0.245 -0.618 0.04
H -4.211772 0.293656 -1.036906 0.393 0.064 -0.013 0.06
H -5.442439 1.524343 -1.304705 0.049 -1.258 -0.006 0.10
H -7.321010 2.011486 -0.583928 0.362 0.894 -1.602 0.06
C -5.776162 -0.451104 -7.038515 1.438 1.267 0.751 -0.03
C -4.801704 -1.454900 -6.361921 1.286 0.337 1.845 -0.47
C -3.280435 -1.271574 -6.852269 -2.239 1.628 0.731 0.00
C -4.765914 -1.186659 -4.828188 -2.038 1.727 -0.475 -0.17
C -4.182146 -2.256054 -3.957522 0.342 0.723 1.708 -0.20
C -4.867694 -3.571612 -4.209327 -1.601 0.404 -0.598 -0.14
C -4.878386 -4.006658 -5.705680 1.968 1.368 0.936 -0.45
C -3.398211 -4.440346 -6.094480 -2.092 -0.148 0.109 -0.01
C -5.814805 -5.179168 -5.874144 -0.704 0.306 -1.260 -0.04
N -5.354291 -2.823167 -6.504360 -0.086 0.216 -0.018 -0.08
O -5.335983 -3.100716 -7.882083 -0.654 -0.741 -0.463 -0.04
H -5.985486 -0.847173 -8.004385 -0.356 0.132 -0.870 0.06
H -6.703147 -0.246817 -6.491172 0.118 -0.669 0.058 0.08
H -5.302146 0.589484 -7.098146 -0.314 -1.472 -0.198 0.11
H -2.677082 -1.883541 -6.244142 0.846 -0.698 0.498 0.03
H -3.193255 -1.551018 -7.881667 0.516 0.244 -0.741 0.06
H -2.979379 -0.197754 -6.624946 -0.407 -1.286 -0.763 0.11
H -4.249124 -0.238789 -4.557465 -0.272 -0.313 -0.654 0.12
H -5.885997 -0.964395 -4.651134 1.541 -0.640 0.580 0.13
H -3.084412 -2.287054 -4.112660 -0.445 -0.194 0.058 0.11
H -4.313419 -1.867703 -2.864492 0.229 -1.062 -1.649 0.12
H -5.936344 -3.438612 -3.921530 0.478 -0.047 -0.172 0.12
H -4.525292 -4.373830 -3.592328 0.551 -0.595 0.325 0.11
H -2.630555 -3.746043 -5.875115 0.513 0.758 0.434 0.03
H -3.357232 -4.661033 -7.134662 0.020 -0.113 -1.064 0.07
H -3.178930 -5.360291 -5.604907 0.219 -0.776 0.599 0.08
H -5.571384 -6.028516 -5.272497 0.517 -0.386 0.606 0.08
H -5.716352 -5.489334 -6.908963 -0.200 -0.271 -0.270 0.08
H -6.885671 -4.975292 -5.708287 0.497 0.398 0.043 0.10
H -4.465848 -2.875853 -8.223441 0.403 -0.122 0.007 0.07
C 6.536463 -5.911773 -0.905655 -0.975 -0.236 0.117 -0.06
C 5.976570 -5.175005 0.284573 0.541 0.523 1.210 -0.48
C 7.175965 -5.149082 1.377206 -1.179 -0.056 -1.418 0.00
C 5.628488 -3.737753 -0.228501 -0.039 -1.620 -0.761 -0.12
C 4.714042 -2.920998 0.712622 1.273 -0.080 -1.121 -0.20
C 3.458699 -3.693323 0.956228 -0.891 -1.354 0.951 -0.14
C 3.731419 -5.148799 1.537291 -0.845 0.578 -0.404 -0.45
C 4.115148 -5.031948 3.060216 0.183 -0.722 -1.667 -0.01
C 2.345935 -5.900705 1.500209 0.096 0.619 -0.456 -0.04
N 4.671598 -5.877541 0.613146 0.626 2.077 0.977 -0.08
O 5.026048 -7.114220 1.200503 0.620 1.791 2.621 0.00
H 7.292725 -5.323533 -1.364140 0.504 0.746 -0.719 0.07
H 7.049885 -6.833489 -0.653383 -0.469 -0.468 0.055 0.09
H 5.631874 -5.997924 -1.524412 0.751 -0.626 -0.533 0.08
H 8.090617 -4.961335 0.773445 -0.480 0.019 0.567 0.08
H 7.042582 -4.364410 2.106781 0.042 0.262 0.267 0.05
H 7.290003 -6.109248 1.882837 -0.154 0.059 -0.104 0.07
H 6.638801 -3.319943 -0.523581 -1.354 0.164 0.395 0.14
H 5.031166 -3.966922 -1.188712 0.853 0.721 1.203 0.10
H 5.240576 -2.701710 1.639323 0.025 0.334 0.059 0.09
H 4.503746 -2.027796 0.115837 -0.127 0.367 0.647 0.11
H 2.924972 -3.774119 -0.015020 -0.021 -0.048 0.609 0.12
H 2.781074 -3.237504 1.748047 0.764 -0.213 -1.213 0.12
H 4.366313 -6.033407 3.390213 0.316 -0.124 0.230 0.07
H 3.173643 -4.792874 3.522219 -0.106 0.557 0.618 0.07
H 4.931589 -4.334286 3.284438 -0.367 -0.098 -0.033 0.07
H 1.952951 -6.023089 0.456901 0.594 -0.044 0.779 0.09
H 1.566649 -5.318491 2.039952 0.584 -0.165 -0.199 0.07
H 2.426986 -6.862002 2.006382 -0.011 -0.138 -0.177 0.07
H 4.794674 -7.655337 0.516067 -0.853 -2.786 -2.524 0.05
C 4.181255 -0.951589 4.733199 -2.345 2.127 0.260 -0.03
C 5.554297 -0.412081 5.200885 -0.283 0.234 -0.231 -0.52
C 5.815322 -0.850179 6.623921 -0.796 0.568 1.090 -0.05
C 6.631517 -0.965914 4.261678 -1.100 1.037 -1.003 -0.12
C 6.595265 -0.285358 2.864823 0.842 0.373 -0.846 -0.17
C 6.775475 1.250150 2.945499 -0.411 -0.929 1.538 -0.12
C 5.724954 1.872955 3.928699 0.222 -1.206 -0.712 -0.50
C 6.211766 3.258579 4.221880 0.321 0.721 0.518 -0.05
C 4.377920 1.980787 3.223744 -1.074 -0.377 -0.266 -0.04
N 5.726301 1.076018 5.210385 0.252 0.305 -0.883 -0.07
O 4.815512 1.708407 6.123784 0.639 0.030 0.266 -0.05
H 4.125488 -0.894527 3.650972 0.090 -0.316 -0.217 0.03
H 3.911052 -1.965645 5.035579 0.456 0.036 0.169 0.08
H 3.248072 -0.270517 5.039859 2.122 -1.275 -0.171 0.12
H 5.003152 -0.377999 7.210192 0.333 -0.595 0.034 0.09
H 5.783049 -1.920985 6.750713 -0.233 -0.427 -0.128 0.08
H 6.743168 -0.518852 7.100336 0.134 0.219 -0.585 0.09
H 7.555645 -0.773803 4.796623 0.531 -0.348 -0.429 0.12
H 6.412365 -2.009808 4.055817 0.358 -0.377 0.546 0.11
H 7.431146 -0.707556 2.253152 -0.502 0.247 0.410 0.12
H 5.687465 -0.481895 2.225984 0.577 -0.092 1.041 0.10
H 6.646828 1.700247 1.968217 0.046 0.189 -0.138 0.11
H 7.763218 1.520693 3.356068 -0.169 -0.262 -0.308 0.12
H 7.028689 3.237898 4.979545 -0.422 0.210 -0.741 0.11
H 5.411141 3.898633 4.543277 -0.476 0.185 0.835 0.07
H 6.477955 3.764768 3.294474 0.663 -0.238 -0.110 0.08
H 3.681948 2.569285 3.811483 -0.272 -0.106 0.511 0.07
H 3.867934 1.029379 2.960992 0.637 0.531 0.321 0.05
H 4.405810 2.553002 2.294117 0.605 -0.026 -0.130 0.07
H 5.425721 2.066922 6.806531 -0.689 -0.335 -0.639 0.12
C -0.503094 -2.252878 0.092230 -0.536 -0.722 1.947 -0.04
C -0.687518 -0.866798 -0.427338 -0.726 0.127 0.068 -0.48
C -1.110600 -0.975238 -1.891847 -0.139 0.174 0.162 -0.01
C -1.881621 -0.267705 0.385392 2.182 1.880 -0.295 -0.12
C -1.314989 0.173496 1.763568 -0.521 -0.442 -0.338 -0.16
C -0.086501 1.100987 1.620945 -1.667 -0.288 -0.444 -0.12
C 1.094260 0.439297 0.913842 0.006 -0.262 0.905 -0.50
C 2.023315 1.582467 0.585362 1.957 0.072 -1.215 -0.05
C 1.873918 -0.521061 1.868726 0.168 0.047 0.050 -0.01
N 0.576220 -0.076962 -0.363227 -1.446 0.552 0.119 -0.06
O 1.534591 -0.789952 -1.100953 0.444 -0.870 1.184 -0.01
H 0.453653 -2.654190 -0.056666 1.631 -0.368 -0.467 0.06
H -0.684597 -2.349328 1.191311 0.073 0.213 -0.668 0.10
H -1.178105 -2.934470 -0.367501 -0.824 -0.478 -0.507 0.07
H -0.445011 -1.617865 -2.407185 0.668 -1.041 -0.508 0.06
H -2.127471 -1.365495 -2.026180 0.192 0.190 0.253 0.08
H -0.980971 -0.052054 -2.423318 -0.337 0.889 -0.046 0.06
H -2.183216 0.690630 -0.129964 -0.218 -1.067 0.342 0.11
H -2.662857 -1.036916 0.413119 0.021 0.415 0.072 0.11
H -2.142690 0.665174 2.324225 0.682 -0.330 0.015 0.11
H -0.961877 -0.742521 2.265365 -0.419 0.383 0.379 0.10
H 0.138569 1.473808 2.629869 0.429 0.063 -0.451 0.11
H -0.367869 1.932631 0.947079 -0.036 -0.010 0.552 0.11
H 1.576085 2.248048 -0.190870 0.205 -0.292 0.770 0.08
H 2.968525 1.150356 0.117499 -0.926 0.575 0.491 0.11
H 2.354802 2.142824 1.484860 -0.455 -0.270 -0.544 0.07
H 2.091975 -0.015890 2.824085 -0.533 -0.043 -0.232 0.06
H 2.873928 -0.709225 1.486542 0.094 -0.145 -0.443 0.06
H 1.455898 -1.508033 2.098294 -0.365 0.370 -0.177 0.07
H 1.702007 -0.234998 -1.842271 0.310 0.683 -1.009 0.04
C 0.727930 0.328389 -5.015570 -0.302 -1.557 -1.395 -0.03
C 1.876231 1.255495 -5.035124 1.568 1.273 0.655 -0.55
C 1.296087 2.663497 -5.278786 0.258 -0.386 0.077 0.01
C 2.523855 1.206784 -3.675848 0.720 -0.936 1.159 -0.12
C 3.844923 2.015875 -3.571769 -0.971 -1.291 0.789 -0.16
C 4.803042 1.380270 -4.527304 0.521 0.647 -1.353 -0.13
C 4.297022 1.396625 -6.001555 0.175 0.869 0.502 -0.53
C 4.371603 2.826120 -6.552897 -1.030 -0.104 0.070 -0.02
C 5.176213 0.512549 -6.892391 -1.111 -2.198 0.824 -0.03
N 2.942019 0.874132 -5.938811 -0.529 -2.075 -1.502 -0.07
O 2.401002 0.619739 -7.249105 0.474 0.287 0.758 -0.01
H 0.036201 0.810810 -4.376417 -1.065 -0.140 0.816 0.06
H 0.331117 0.308757 -6.014915 -0.619 0.059 -0.479 0.09
H 0.868856 -0.742462 -4.788077 0.455 0.544 0.383 0.09
H 1.182266 2.849714 -6.341962 0.059 0.288 -0.196 0.09
H 0.302776 2.687836 -4.848769 -0.079 0.389 0.141 0.06
H 1.938560 3.395461 -4.793885 -0.259 0.280 -0.270 0.05
H 1.789790 1.485545 -2.907694 0.065 0.210 -0.055 0.11
H 2.756069 0.086394 -3.529088 -0.039 1.541 0.028 0.13
H 3.759319 3.060848 -3.818842 -0.429 0.426 0.005 0.07
H 4.202723 1.969503 -2.525171 0.003 -0.013 -0.471 0.12
H 4.980509 0.342687 -4.300551 0.364 -0.382 0.412 0.11
H 5.706909 1.991039 -4.530605 0.451 -0.468 0.088 0.12
H 3.655232 3.435497 -5.978145 0.884 0.315 -0.044 0.06
H 3.966255 2.863194 -7.574803 0.471 -0.061 0.016 0.08
H 5.420002 3.143255 -6.528795 -0.417 0.402 -0.044 0.09
H 6.230345 0.765948 -6.906803 0.088 0.283 0.285 0.08
H 4.803752 0.507346 -7.920566 0.050 0.019 0.182 0.08
H 5.043479 -0.552524 -6.475586 0.413 1.324 -0.785 0.11
H 2.215159 1.502524 -7.576290 -0.229 0.328 -0.542 0.07
C -6.043986 -2.227688 5.246366 -0.119 -0.547 0.318 -0.02
C -5.155998 -1.221772 5.971325 -0.689 -0.092 1.503 -0.54
C -5.160033 0.047096 5.157508 -1.770 0.382 -0.235 -0.03
C -5.646524 -0.945256 7.446170 0.729 1.322 0.362 -0.12
C -5.330454 -2.032805 8.478514 -0.224 -0.995 -0.805 -0.18
C -3.793931 -2.214448 8.504654 -1.189 -0.757 0.209 -0.13
C -3.357535 -2.617802 7.107850 0.450 -0.230 -0.667 -0.52
C -1.829500 -2.600936 6.950368 -1.377 0.376 0.294 -0.01
C -3.910637 -4.037809 6.862468 0.005 -1.084 0.111 -0.02
N -3.794442 -1.605550 6.157789 1.544 -0.050 -0.516 -0.08
O -3.130564 -1.890005 4.872926 -1.104 0.413 0.601 -0.04
H -7.027176 -1.824520 5.039654 -0.171 0.399 -0.145 0.08
H -5.575966 -2.495913 4.297582 -0.057 -0.208 0.071 0.08
H -6.242744 -3.113762 5.858241 0.263 0.015 -0.264 0.07
H -4.924829 -0.218939 4.129637 -0.486 0.159 -0.268 0.05
H -6.208692 0.456047 5.267868 1.140 -0.135 -0.644 0.12
H -4.453915 0.815933 5.415144 0.361 0.235 0.728 0.06
H -5.118756 0.010818 7.802107 -0.723 -1.127 -0.569 0.14
H -6.714341 -0.750867 7.477283 -0.206 0.160 -0.343 0.11
H -5.709096 -1.785806 9.465794 -0.070 0.307 0.073 0.10
H -5.901704 -2.981357 8.179183 0.954 1.223 0.558 0.12
H -3.504449 -3.053288 9.158108 -0.064 0.401 0.049 0.12
H -3.353215 -1.290462 8.882440 0.239 -0.012 -0.251 0.12
H -1.401026 -2.991449 7.828659 0.801 -0.718 1.026 0.07
H -1.527922 -1.571998 6.826206 0.277 0.237 -0.072 0.07
H -1.607838 -3.171995 6.084657 0.728 -0.462 -0.625 0.06
H -3.808445 -4.440832 5.832135 0.173 0.528 0.631 0.07
H -4.970041 -4.122815 7.119578 0.268 0.093 -0.248 0.05
H -3.431239 -4.751840 7.570956 0.049 0.411 -0.558 0.10
H -3.011808 -0.981160 4.573060 0.357 -0.151 -0.287 0.08
O -3.430360 -4.416161 -0.055536 0.767 -0.395 0.705 0.09
C -2.909610 -4.738647 0.988881 -0.359 0.137 -0.021 -0.46
C -1.523696 -5.338091 1.275296 -1.352 -0.041 -1.236 -0.08
C -1.461228 -5.458706 2.764134 0.810 -1.075 0.715 -0.15
C -2.788291 -4.981661 3.335235 -0.608 0.635 -0.675 -0.11
O -3.552920 -4.551465 2.161602 0.046 0.124 0.401 0.02
H -1.411086 -6.273095 0.730639 -0.372 -0.331 0.185 0.13
H -0.837803 -4.728056 0.738785 0.872 0.874 0.163 0.08
H -1.228137 -6.484954 3.014688 -0.437 -0.484 0.152 0.11
H -0.629404 -4.976710 3.233084 0.455 0.943 0.043 0.10
H -3.418179 -5.745640 3.810400 0.444 0.124 -0.008 0.13
H -2.664696 -4.107607 4.007946 -0.245 -0.501 -0.511 0.10
```
Positions in Å, forces in eV/Å.

Summary:
**Electronic energy**: -153290.7886 eV
**HOMO energy**: -8.2 eV
**SMILES**: CC1(C)CCCC(C)(C)N1O.CC1(C)CCCC(C)(C)N1O.CC1(C)CCCC(C)(C)N1O.CC1(C)CCCC(C)(C)N1O.CC1(C)CCCC(C)(C)N1O.CC1(C)CCCC(C)(C)N1O.CC1(C)CCCC(C)(C)N1O.CC1(C)CCCC(C)(C)N1O.CC1(C)CCCC(C)(C)N1O.CC1(C)CCCC(C)(C)N1O.CC1(C)CCCC(C)(C)N1O.O=C1CCCO1
**HOMO-LUMO gap**: 8.6 eV
**Energy relative to the best compared isomer or geometry (same formula, charge and spin)**: 2.110 eV